(1)
C24H41BBrFLiO6 | wB97M-V/def2-TZVPD

Structure (ORCA input):
```
! RIJCOSX wB97M-V def2-TZVPD def2/J DEFGRID3
* xyz 1 1
C 6.281 -2.779 2.019
C 5.700 -2.685 0.485
O 5.534 -3.977 -0.197
B 4.695 -4.917 0.571
C 3.200 -4.628 1.190
Br 2.238 -6.426 1.160
C 2.261 -3.615 0.308
C 1.138 -2.916 1.327
H 5.474 -3.057 2.827
H 7.268 -3.443 2.113
H 6.642 -1.676 2.299
H 4.737 -2.011 0.453
H 6.524 -2.088 -0.140
H 5.130 -6.023 0.719
H 3.260 -4.245 2.314
H 1.614 -4.303 -0.421
H 2.836 -2.784 -0.283
H 1.608 -2.022 1.958
H 0.753 -3.693 2.144
H 0.227 -2.502 0.681
Li 7.227 -0.719 0.547
O 3.817 1.518 -0.481
C 4.521 1.891 -1.406
O 5.843 2.210 -1.287
C 6.319 2.707 -2.537
C 5.365 2.167 -3.569
C 4.060 2.109 -2.815
H 6.317 3.802 -2.501
H 7.342 2.360 -2.706
H 5.320 2.777 -4.475
H 5.667 1.153 -3.859
H 3.516 3.056 -2.871
H 3.435 1.282 -3.158
C 0.385 0.818 1.870
C 1.272 2.021 1.867
O 0.373 3.087 1.625
C -0.861 2.665 2.028
O -1.839 3.387 2.120
O -0.857 1.330 2.315
H 0.745 0.036 2.544
H 0.254 0.393 0.869
H 1.760 2.182 2.834
H 2.036 1.972 1.087
C -4.401 -4.023 -0.385
C -5.232 -2.750 -0.396
C -4.621 -1.643 -1.259
C -3.246 -1.143 -0.800
C -3.195 -0.606 0.633
C -4.080 0.612 0.845
H -3.407 -3.854 0.040
H -4.894 -4.789 0.222
H -4.282 -4.419 -1.398
H -5.383 -2.400 0.628
H -6.229 -2.987 -0.788
H -5.322 -0.801 -1.299
H -4.530 -2.006 -2.291
H -2.918 -0.354 -1.487
H -2.512 -1.951 -0.898
H -2.159 -0.330 0.864
H -3.470 -1.390 1.347
H -3.786 1.427 0.175
H -3.986 0.971 1.875
H -5.135 0.383 0.670
F -5.677 4.173 -3.110
C -5.604 4.485 -1.809
C -6.563 5.323 -1.252
C -6.490 5.645 0.103
C -5.450 5.133 0.884
C -4.489 4.298 0.314
C -4.569 3.967 -1.039
H -7.359 5.717 -1.876
H -7.240 6.292 0.551
H -5.391 5.388 1.940
H -3.678 3.904 0.923
H -3.835 3.312 -1.496
*
```

Results
M, g/mol: 542.24
LUMO, eV: -4.975
Kohn-Sham gap, Ha: 0.18373
Calculated total energy, Eh: -4096.4904

Population analysis type Mulliken, resulting atomic charges in e:
1. C -1.0208
2. C 0.1093
3. O -0.6229
4. B 0.5728
5. C -0.4443
6. Br -0.1276
7. C -0.3732
8. C -0.5716
9. H 0.2826
10. H 0.3068
11. H 0.3508
12. H 0.3700
13. H -0.1308
14. H -0.0436
15. H 0.2635
16. H 0.3831
17. H 0.1734
18. H 0.1267
19. H 0.2818
20. H 0.1187
21. Li 0.9858
22. O -0.6019
23. C 0.4674
24. O -0.3989
25. C -0.4230
26. C -0.5099
27. C -0.3068
28. H 0.2698
29. H 0.3234
30. H 0.3267
31. H 0.2459
32. H 0.2986
33. H 0.2813
34. C -0.1354
35. C 0.0480
36. O -0.3207
37. C 0.6151
38. O -0.5883
39. O -0.3276
40. H 0.2426
41. H 0.2415
42. H 0.2605
43. H -0.0440
44. C -1.1368
45. C -0.3692
46. C -0.8612
47. C -0.6850
48. C 0.7206
49. C -1.1789
50. H 0.2348
51. H 0.3751
52. H 0.2931
53. H 0.2398
54. H 0.4026
55. H 0.3046
56. H 0.4046
57. H 0.3789
58. H 0.2919
59. H -0.6486
60. H 0.3689
61. H 0.0374
62. H 0.3935
63. H 0.3935
64. F -0.3114
65. C 0.3217
66. C -0.4322
67. C -0.3067
68. C -0.6584
69. C 0.1480
70. C -0.5761
71. H 0.4043
72. H 0.3615
73. H 0.4051
74. H 0.3068
75. H 0.4229



(2)
C24H41Cl2N5PPd | wB97M-V/def2-TZVPD

Structure (ORCA input):
```
! RIJCOSX wB97M-V def2-TZVPD def2/J DEFGRID3
* xyz 1 1
Pd 0.040 -0.395 -0.739
Cl -0.388 -2.115 1.518
C -1.945 -2.865 1.070
Cl -2.396 -2.488 -0.584
H -2.700 -2.468 1.735
H -1.821 -3.935 1.167
C -0.816 1.333 -0.174
C -2.160 1.063 0.377
C -3.321 1.215 -0.381
C -4.562 0.922 0.152
C -4.662 0.492 1.473
C -3.521 0.399 2.266
C -2.284 0.689 1.717
C -5.948 0.166 2.032
N -6.976 -0.097 2.472
H -0.060 1.540 0.585
H -0.796 2.024 -1.004
H -3.258 1.585 -1.394
H -5.458 1.034 -0.444
H -3.610 0.116 3.307
H -1.399 0.633 2.339
C 3.411 -0.324 -0.951
N 4.781 -0.142 -0.507
C 5.075 -1.149 0.519
N 4.165 -1.038 1.663
C 2.802 -1.205 1.191
N 2.431 -0.201 0.157
C 2.627 1.138 0.766
N 3.984 1.344 1.237
C 4.898 1.187 0.102
C 4.297 0.309 2.229
H 3.308 -1.317 -1.392
H 3.173 0.432 -1.705
H 6.100 -1.017 0.865
H 4.980 -2.144 0.081
H 2.122 -1.095 2.037
H 2.681 -2.203 0.765
H 1.939 1.237 1.611
H 2.383 1.900 0.020
H 5.922 1.334 0.446
H 4.669 1.945 -0.650
H 3.620 0.409 3.079
H 5.319 0.450 2.579
C 1.366 2.065 -3.147
C 1.075 0.724 -3.829
C 0.924 0.907 -5.341
P -0.268 -0.193 -2.972
C -1.928 0.321 -3.594
C -2.395 -0.304 -4.911
C -2.082 1.844 -3.666
C -0.087 -1.976 -3.390
C 0.874 -2.635 -2.391
C 0.328 -2.346 -4.813
H 2.354 2.422 -3.440
H 1.339 1.988 -2.058
H 0.643 2.825 -3.451
H 1.942 0.070 -3.657
H 0.100 1.576 -5.583
H 0.772 -0.029 -5.873
H 1.834 1.365 -5.732
H -2.583 -0.057 -2.802
H -1.769 0.003 -5.749
H -3.411 0.036 -5.122
H -2.420 -1.391 -4.875
H -1.563 2.253 -4.533
H -1.711 2.369 -2.785
H -3.138 2.097 -3.783
H -1.089 -2.371 -3.193
H 1.898 -2.292 -2.548
H 0.870 -3.719 -2.527
H 0.602 -2.457 -1.342
H 1.348 -2.017 -5.021
H -0.327 -1.934 -5.574
H 0.312 -3.433 -4.913
*
```

Results
M, g/mol: 607.93
LUMO, eV: -3.801
Kohn-Sham gap, Ha: 0.26802
Calculated total energy, Eh: -2602.2697
Energy above the lowest of the compared OMol25 structures with the same formula, charge and spin, kJ/mol: 49.29

Population analysis type Mulliken, resulting atomic charges in e:
1. Pd -0.0370
2. Cl -0.0449
3. C -0.5705
4. Cl -0.0185
5. H 0.3325
6. H 0.4454
7. C -1.9308
8. C 0.9152
9. C -0.1929
10. C -1.1429
11. C 0.7113
12. C -1.2068
13. C -0.1324
14. C -0.1127
15. N -0.4535
16. H 0.9876
17. H 0.5088
18. H 0.5065
19. H 0.5132
20. H 0.5085
21. H 0.4542
22. C -0.6501
23. N 0.0978
24. C -0.6941
25. N 0.0996
26. C -1.1406
27. N 1.7519
28. C -1.1370
29. N 0.1508
30. C -0.6180
31. C -0.7667
32. H 0.0643
33. H -0.1125
34. H 0.3561
35. H 0.3455
36. H 0.4213
37. H 0.1087
38. H 0.3337
39. H 0.1345
40. H 0.3435
41. H 0.3604
42. H 0.3544
43. H 0.3344
44. C -1.3020
45. C 0.7147
46. C -1.5977
47. P 0.5435
48. C 1.1994
49. C -1.6654
50. C -1.8232
51. C 0.6410
52. C -1.5670
53. C -1.9275
54. H 0.5034
55. H -0.1111
56. H 0.3678
57. H 0.5171
58. H 0.2156
59. H 0.3211
60. H 0.4841
61. H 0.3077
62. H 0.2614
63. H 0.4928
64. H 0.3704
65. H 0.3555
66. H 0.2880
67. H 0.5499
68. H 0.5278
69. H 0.3739
70. H 0.5110
71. H 0.0829
72. H 0.3569
73. H 0.3655
74. H 0.4645



(3)
C24H41EuN7O11P2Si | wB97M-V/def2-TZVPD

Structure (ORCA input):
```
! RIJCOSX wB97M-V def2-TZVPD def2/J DEFGRID3
* xyz -2 8
Eu -0.209 0.344 -0.026
O 1.464 -1.538 3.552
C 1.442 -0.796 2.545
O 1.063 -1.108 1.384
C 2.026 0.623 2.718
C 2.656 1.206 1.433
C 3.649 2.314 1.796
C 2.683 3.435 2.270
C 1.310 2.798 1.995
O 1.585 1.970 0.843
C 0.987 1.743 3.088
C -0.495 1.391 2.968
O -1.308 2.083 3.649
O -0.821 0.520 2.134
H 2.775 0.533 3.505
H 3.001 0.473 0.718
H 4.204 2.619 0.906
H 4.365 1.999 2.560
H 2.812 4.354 1.695
H 2.794 3.675 3.330
H 0.503 3.487 1.777
H 1.139 2.156 4.084
N -2.666 3.595 -1.812
C -3.499 2.933 -0.730
C -4.834 3.631 -0.538
P -3.653 1.138 -1.248
O -3.999 1.499 -2.857
O -4.868 0.485 -0.704
O -2.285 0.549 -1.228
P -2.319 3.097 0.695
O -3.013 2.058 1.648
O -2.309 4.492 1.236
O -1.042 2.626 -0.010
H -2.888 3.223 -2.734
H -1.696 3.331 -1.530
H -2.772 4.603 -1.782
H -5.378 3.731 -1.485
H -4.689 4.616 -0.080
H -5.442 3.022 0.130
H -4.635 0.838 -3.154
H -2.537 2.029 2.540
C -0.536 2.099 -3.641
C 0.484 1.002 -3.683
C 1.008 0.603 -4.907
C 1.947 -0.432 -4.889
C 2.333 -0.974 -3.696
C 1.789 -0.489 -2.445
N 0.815 0.483 -2.499
N 2.164 -0.911 -1.243
Si 3.607 -1.748 -0.973
C 3.659 -3.528 -1.631
C 4.051 -1.981 0.827
C 5.093 -0.865 -1.736
H -0.665 2.564 -4.623
H -0.205 2.852 -2.922
H -1.484 1.675 -3.304
H 0.688 1.077 -5.828
H 2.372 -0.801 -5.819
H 3.061 -1.775 -3.671
H 3.073 -4.184 -0.971
H 4.696 -3.898 -1.635
H 3.254 -3.632 -2.644
H 3.181 -2.258 1.433
H 4.493 -1.080 1.271
H 4.800 -2.786 0.892
H 5.141 -0.995 -2.824
H 6.034 -1.236 -1.304
H 5.022 0.211 -1.535
C -3.070 -5.469 1.915
C -1.569 -5.722 1.805
C -0.792 -4.884 2.822
C -1.065 -5.489 0.379
N -1.275 -4.125 -0.078
C -0.536 -3.045 0.143
N -1.111 -2.022 -0.430
N -2.241 -2.503 -1.029
N -2.353 -3.772 -0.822
H -3.423 -5.707 2.923
H -3.635 -6.074 1.199
H -3.302 -4.420 1.717
H -1.376 -6.783 2.008
H -0.948 -3.812 2.674
H 0.286 -5.066 2.761
H -1.115 -5.121 3.839
H -1.581 -6.136 -0.327
H 0.004 -5.696 0.324
H 0.388 -2.986 0.710
*
```

Results
M, g/mol: 845.63
LUMO (spin up / spin down), eV: 4.383 / 4.382
Kohn-Sham gap (spin up / spin down), Ha: 0.13747 / 0.23492
Calculated total energy, Eh: -3833.0944
Energy above the lowest of the compared OMol25 structures with the same formula, charge and spin, kJ/mol: 70.00

Population analysis type Mulliken, resulting atomic charges in e:
1. Eu 1.2200
2. O -0.8781
3. C -0.3816
4. O 0.0114
5. C 0.3356
6. C 1.0503
7. C -1.0228
8. C -1.1324
9. C -0.1900
10. O -0.4115
11. C 0.0689
12. C 0.0450
13. O -0.9250
14. O -0.4041
15. H 0.5321
16. H -1.0216
17. H 0.4257
18. H 0.3973
19. H 0.3114
20. H 0.3547
21. H 0.6608
22. H 0.5623
23. N -0.2343
24. C 0.7986
25. C -1.9094
26. P 0.6376
27. O -0.6602
28. O -0.8734
29. O -0.2932
30. P 0.8098
31. O -0.5312
32. O -0.9466
33. O -0.5370
34. H 0.4276
35. H 0.0272
36. H 0.3715
37. H 0.4367
38. H 0.4602
39. H 0.3615
40. H 0.3010
41. H 0.3953
42. C -0.8483
43. C 0.3441
44. C -0.7181
45. C -0.7751
46. C -0.6452
47. C 0.6265
48. N 0.2535
49. N 0.2287
50. Si 0.2194
51. C -1.2470
52. C -0.9053
53. C -1.1752
54. H 0.2550
55. H 0.1516
56. H 0.1567
57. H 0.3135
58. H 0.3627
59. H 0.1345
60. H 0.2654
61. H 0.3272
62. H 0.3701
63. H 0.0421
64. H 0.2246
65. H 0.4460
66. H 0.2950
67. H 0.3560
68. H 0.2807
69. C -1.5142
70. C 0.9162
71. C -1.3470
72. C -1.3702
73. N 1.0886
74. C -1.1460
75. N 0.6711
76. N -0.3087
77. N -0.8965
78. H 0.4446
79. H 0.3654
80. H 0.2670
81. H 0.2904
82. H 0.2139
83. H 0.3504
84. H 0.4439
85. H 0.4010
86. H 0.3809
87. H 0.7598